1.
Computed, not measured: a structure of composition C43H36N3PRe in a non-equilibrium geometry, with ωB97M-V/def2-TZVPD.

Last column: Löwdin spin population.
Element x y z (Å)
C -5.01895 -1.51862 -1.25666  0.0607
C -0.99983 3.55090 3.69134  -0.0077
H 1.84266 -2.21355 2.54659  0.0001
H -0.90393 3.89055 4.68419  -0.0009
C -1.39425 3.03616 -1.17608  0.0828
H -2.28673 -4.12776 2.96653  -0.0001
C 2.71449 1.04628 2.52614  -0.0017
H 3.80215 -2.30076 3.98186  0.0000
C -0.82513 2.55984 1.01847  0.0497
C 1.07749 -3.64038 -2.27720  -0.0024
C -0.25184 1.77252 2.12125  0.0076
H 4.97183 0.37381 -0.43372  0.0000
H 2.67994 3.02341 -3.78028  -0.0010
H 2.28998 1.22626 -0.61343  0.0008
C 1.15416 2.01865 -4.92527  0.0357
H -3.69087 -3.05286 4.77066  0.0001
H -2.40861 4.75847 -1.67978  -0.0014
C 1.87988 -0.09571 2.37343  -0.0054
H 0.21451 1.86980 4.21767  0.0007
H -2.62805 -5.57587 -1.72947  -0.0001
C -1.34649 3.84969 1.39842  0.0035
C 3.54692 -1.34611 3.55775  -0.0001
C -0.33563 0.52566 -3.69972  0.0500
H -3.37466 1.49371 -0.69671  0.0011
H -1.09690 0.34809 4.49342  0.0005
H -1.71940 5.38041 2.80800  0.0006
H -1.28312 -0.01024 -3.86521  0.0041
C -1.45973 -0.59759 4.01372  0.0072
C 2.71949 1.31099 -1.64713  0.0044
C -0.02733 1.25219 -4.84237  -0.0009
C -3.55003 0.41048 -0.94361  0.0528
C 4.40118 0.22745 -2.93458  -0.0001
H -2.39173 5.61617 0.70362  0.0035
H -3.20198 -0.60454 5.19945  0.0002
H -1.56520 2.58578 -2.24721  0.0027
H 1.34042 2.65485 -5.77424  0.0023
C -1.97030 4.24103 -0.85068  0.0043
C -0.28969 2.34873 3.39047  0.0150
N -2.43710 -0.34946 -0.86277  0.0049
H -0.14174 -5.32455 -2.96970  0.0022
C -2.58113 -1.18803 4.53767  0.0018
H 3.47523 2.19725 -1.64486  0.0003
C -3.81573 -2.28915 -1.45079  -0.0023
H 1.84891 -1.70906 -2.00213  0.0028
C -2.22749 -3.07007 3.21935  -0.0001
C -2.52445 -1.69097 -1.23359  0.0303
H -6.01916 -2.01161 -1.26316  0.0025
C 1.87557 2.24540 -3.75760  -0.0029
C 4.27894 -0.16084 3.91053  -0.0015
C 4.19073 -0.45831 -0.62353  0.0006
P 0.19670 0.06178 1.77383  0.0783
C -0.93654 -0.97397 2.81743  0.0271
C -1.34372 -2.43442 -1.47958  0.0244
H -5.66639 0.44346 -1.07204  -0.0014
C -1.26583 -2.31604 2.52438  0.0051
C -3.77657 -3.77318 -1.68497  -0.0018
C -0.13111 -4.36603 -2.48750  0.0448
H 3.83268 0.33677 -3.82453  0.0000
H -0.78097 1.37135 -5.57008  -0.0003
C -4.80077 -0.14102 -1.15122  -0.0061
H 4.57684 1.90274 3.17254  0.0000
C 3.89488 0.98622 3.21928  -0.0001
Re -0.45166 0.17094 -0.68674  2.1419
C -1.94170 4.67071 0.42590  0.0793
C -2.88944 -2.51430 4.27764  0.0022
C -1.40966 4.38049 2.67932  0.0140
N 3.44423 0.03958 -1.79047  0.0023
C -0.76485 2.12948 -0.35937  0.0318
H -4.77346 -4.27641 -1.72774  -0.0001
H 4.74230 -1.47760 -0.73671  0.0000
H 3.58403 -0.65390 0.27280  0.0002
C -1.37063 -3.78505 -1.99754  0.0044
C -2.63547 -4.47011 -1.79079  -0.0047
H 4.90461 -0.75256 -3.03259  0.0000
H 2.54388 2.04666 2.08800  0.0000
H 5.14698 -0.05603 4.56584  -0.0001
C 0.40565 0.63788 -2.53999  0.0476
C 2.38906 -1.30766 2.82777  -0.0009
H 1.98258 -3.98167 -2.71084  -0.0010
H 5.14379 1.01341 -2.79543  0.0001
C 1.00673 -2.31293 -1.81904  0.0478
H -0.84365 -2.78913 1.66833  0.0008
N -0.14688 -1.76880 -1.36501  0.0267
C 1.59707 1.48087 -2.63992  0.0302

Computed properties:
HOMO-LUMO gap (spin up / spin down)   6.03 / 5.84 eV
Highest occupied orbital energy (spin up / spin down)   -12.92 / -13.26 eV
Total charge   +2
Lowest unoccupied orbital energy (spin up / spin down)   -6.888 / -7.419 eV
Spin multiplicity   4

=====

2.
Computed, not measured: a structure of composition C43H36N4O2PSeTl, with ωB97M-V/def2-TZVPD.

Last column: Mulliken charge in e.
Element x y z (Å)
C 1.39767 4.88671 4.28403  -0.3540
H -2.75799 0.77870 -1.73461  0.3641
C 2.69069 -2.06265 0.45147  -0.3706
H 2.06183 4.07425 -3.14113  0.5844
C 0.06379 2.34680 -2.26274  0.6240
C 0.11124 -3.64158 -0.23507  -0.9267
Tl -0.52374 1.44431 0.81713  1.2972
C 1.51486 -1.26730 -3.01528  -0.0383
C 2.57785 4.75917 0.09319  -0.7324
C -5.37030 -1.57399 1.24055  -1.2859
H -0.53773 1.17898 -5.37034  0.4416
H -5.04867 1.61458 1.62057  0.3562
H 3.53273 0.35089 -5.20960  0.4138
C 2.10736 -0.91446 -4.22575  -0.7251
H 1.82852 -1.43604 -5.13374  0.4539
H -6.33559 -1.44061 0.75903  0.2714
H 4.17230 1.54891 -3.13530  0.4822
H 4.92686 -4.45385 -0.43935  0.4104
C -4.96510 0.86480 0.83366  -1.4553
H 2.54120 -1.15664 2.37945  0.4649
O 4.01831 5.45562 -3.13546  -0.7216
C 1.88250 -0.61072 -1.84418  0.7493
C 3.84806 5.67812 -1.91627  0.4182
H -3.01759 -4.68591 -1.03056  0.3744
C 2.77067 4.78118 -1.27793  -0.5386
C -1.49883 -2.17596 2.99744  -1.7762
N 0.81538 3.19536 -0.14533  -0.2608
C 1.57073 3.97801 0.62658  0.9759
P 1.30976 -1.06865 -0.18321  1.9947
N 0.40744 3.03203 2.50400  -0.0523
C 3.36705 -2.98554 -0.34855  -0.4925
H -6.09324 -4.45618 2.60286  0.3327
C 1.93568 4.00825 -2.06859  -0.2081
H -2.58868 0.36096 -4.17364  0.4752
H 0.21375 3.83707 5.75617  0.4263
H -3.29431 -2.25992 -1.43402  0.4467
C 0.25503 2.11112 -3.61728  -0.5503
C -0.01790 -2.28201 -0.50388  0.2177
H 1.05051 -4.03438 0.13290  0.3865
C 1.76785 4.92200 2.95253  -0.9537
N 1.06389 0.11492 0.81370  -0.3932
H -0.73949 -1.56233 2.51447  0.3001
C 1.25050 3.97322 2.08222  0.1887
Se -2.28746 0.84318 2.62604  0.0655
H 3.23524 5.37145 0.69687  0.5011
C 4.10933 -2.64981 2.31128  -0.6271
H 0.78657 -2.07152 -2.98101  0.4323
H 1.78292 5.62819 4.97341  0.4418
C 3.06861 -1.89262 1.78258  -0.5413
C -0.68425 1.37713 -4.31543  -0.7593
H -1.36895 -0.75001 -1.13922  -0.4529
C -5.00888 -2.83583 1.69886  0.5659
C -2.33341 -2.65280 -1.12018  -0.6479
C -0.96324 -4.50391 -0.43837  -0.7785
H -0.61947 2.20147 4.09026  0.4022
H -1.22338 -3.22489 2.88563  0.3489
C 4.77417 -3.56959 1.51338  -0.5008
H 3.08633 -3.11095 -1.38905  0.4116
C 0.99136 3.20285 -1.46804  0.4169
C -1.80987 0.90551 -3.65642  -0.7817
H -5.92650 0.77796 0.32650  0.3991
C -1.90697 1.14240 -2.30310  -0.1716
H 4.40052 -2.51867 3.34667  0.4007
H -1.48283 -1.92954 4.06316  0.4191
C -5.96686 -3.99844 1.62039  -1.4232
H -4.22578 1.24482 0.12285  0.1608
C 2.83625 0.41563 -1.89671  -0.5370
H -3.41583 -3.99509 2.54201  0.3651
N -0.98607 1.83438 -1.61978  -0.1970
C 3.06513 0.08963 -4.26758  -0.6684
C 0.52504 3.90340 4.72100  -1.0280
H -6.94668 -3.67918 1.26588  0.3707
H 1.13693 2.48244 -4.11707  0.3928
C -3.74005 -3.00208 2.23673  -0.7758
C 0.05696 2.99094 3.79633  -0.1284
C -2.86667 -1.93273 2.40779  1.1081
C -3.29962 -0.65417 2.02939  0.5033
O 4.37308 6.47684 -1.11197  -0.7304
C -2.18232 -4.01308 -0.87808  -0.7682
H 5.59092 -4.15166 1.92243  0.3896
C -1.25536 -1.80279 -0.93858  1.1532
C -4.53332 -0.47019 1.38680  0.6809
H 3.11771 0.92241 -0.97777  0.3790
C 3.42886 0.76076 -3.10266  -0.7420
C 4.40407 -3.73851 0.18397  -0.7246
H -5.59666 -4.77473 0.94566  0.2847
H -0.84402 -5.56378 -0.24748  0.4018
H 2.43959 5.68793 2.59247  0.3744

Computed properties:
HOMO-LUMO gap   7.08 eV
Highest occupied orbital energy   -7.85 eV
Lowest unoccupied orbital energy   -0.778 eV

=====

Which formula does entry 1 have? C43H36N3PRe

=====

What is the formula in the first record? C43H36N3PRe